The following is a quantum chemistry calculation of 5 unconnected molecules or ions with the total composition C14H28Br2O12, from the OMol25 dataset.

Calculated values
Energy above the lowest of the compared OMol25 structures with the same formula, charge and spin   0.0 kJ/mol

Last column: Löwdin charge in e.
Element x y z (Å)
C1 -0.1196 0.4536 -2.3268  -0.063
O1 0.8341 0.4889 -1.2474  -0.012
C2 0.3873 0.6164 -0.0084  -0.636
O2 -0.7639 0.6094 0.3463  0.116
O3 1.4461 0.8384 0.7746  -0.002
C3 1.2010 0.9436 2.1767  -0.015
H1 -1.0666 0.8856 -2.0188  0.082
H2 -0.2856 -0.5901 -2.5869  0.048
H3 0.3578 0.9909 -3.1359  0.085
H4 2.0355 0.4549 2.6712  0.088
H5 0.3072 0.3903 2.4530  0.081
H6 1.1092 1.9841 2.4745  0.089
C4 -1.1954 -1.9725 2.6666  -0.035
O4 -1.0587 -1.8673 4.0836  0.008
C5 -0.3634 -2.8418 4.6670  -0.606
O5 0.1576 -3.7864 4.1146  0.117
O6 -0.2961 -2.5677 5.9726  0.002
C6 0.4136 -3.5173 6.7476  -0.049
H7 -1.8427 -1.1461 2.3835  0.094
H8 -1.6603 -2.9167 2.3904  0.102
H9 -0.2498 -1.8605 2.1420  0.075
H10 0.2744 -4.5285 6.3763  0.094
H11 0.0280 -3.4291 7.7610  0.094
H12 1.4781 -3.2769 6.7625  0.093
C7 2.0847 -2.5707 -0.9580  -0.029
O7 1.8555 -2.5579 0.4558  -0.001
C8 2.9319 -2.3768 1.2172  -0.632
O8 4.0753 -2.3449 0.8457  0.133
O9 2.5200 -2.2953 2.4740  -0.018
C9 3.5844 -2.1957 3.4426  -0.017
H13 2.3876 -1.5841 -1.3050  0.093
H14 1.1354 -2.8572 -1.4012  0.095
H15 2.8363 -3.2975 -1.2663  0.097
H16 4.2641 -3.0416 3.3267  0.100
H17 3.0973 -2.2823 4.4057  0.087
H18 4.1520 -1.2854 3.2693  0.097
C10 -1.7447 5.4215 -3.3986  -0.041
O10 -1.3624 5.6610 -2.0498  0.011
C11 -1.1056 4.5785 -1.3097  -0.612
O11 -1.2134 3.4345 -1.6663  0.120
O12 -0.7243 4.9779 -0.1080  0.017
C12 -0.1557 3.9309 0.7089  -0.017
H19 -0.8670 5.5372 -4.0400  0.098
H20 -2.4792 6.1704 -3.6783  0.092
H21 -2.1474 4.4228 -3.5397  0.086
H22 0.3923 4.4440 1.4931  0.096
H23 0.5675 3.3774 0.1138  0.095
H24 -0.9597 3.3200 1.1014  0.101
Br1 -1.3708 -0.7488 -5.3368  0.666
C13 -3.1153 -0.1438 -5.9602  -0.684
C14 -3.1329 0.1588 -7.4303  -0.696
Br2 -3.1990 -1.4633 -8.5130  0.601
H25 -3.3495 0.7693 -5.4155  0.062
H26 -3.7868 -0.9407 -5.6687  0.046
H27 -2.2648 0.7104 -7.7710  0.049
H28 -4.0339 0.7159 -7.6774  0.058


The following is a quantum chemistry calculation of a molecular structure, C14H28Br4N2O7P2 at a distorted geometry, from the OMol25 dataset.

Calculated values
Electronic energy   -331022.0358 eV

Last column: Löwdin charge in e.
Element x y z (Å)
C1 4.6168 -1.0280 -0.8037  0.037
C2 4.5571 0.3256 -0.4471  -0.062
C3 4.4252 1.5233 -1.4997  -0.381
O1 4.9187 1.3375 -2.6173  0.096
O2 3.7984 2.7141 -1.0479  -0.052
C4 2.4686 2.8773 -1.5907  -0.514
C5 1.4566 1.6908 -1.2676  -0.164
C6 0.8342 1.7213 0.2031  -0.173
P1 -0.7717 0.6882 0.1073  0.707
O3 -0.7501 -0.2144 -1.1330  -0.318
O4 -0.8047 -0.2342 1.5504  -0.263
C7 -0.6347 -1.6484 1.2805  -0.284
C8 0.8657 -2.0558 0.8424  -0.099
O5 -2.0633 1.7756 0.1672  -0.265
C9 -3.3373 1.1552 -0.1992  -0.425
C10 -4.1680 2.2705 -1.1401  -0.349
O6 1.9349 4.1277 -0.9926  -0.147
N1 3.0057 4.8331 -0.4516  0.006
O7 3.2045 5.7437 -1.2097  0.071
P2 2.4428 3.1964 -3.4768  0.803
N2 2.2176 1.8288 -4.2811  -0.309
H1 4.4987 -1.3447 -1.8823  0.091
H2 4.8490 -1.7765 0.0204  0.048
H3 4.6478 0.6413 0.6482  0.114
H4 1.8606 0.6474 -1.4514  0.124
H5 0.5737 1.8148 -1.9960  0.116
H6 0.5139 2.7468 0.5706  0.098
H7 1.4738 1.2411 1.0084  0.094
H8 -0.8304 -2.2182 2.2609  0.122
H9 -1.3787 -2.0532 0.5199  0.114
H10 1.6092 -1.1994 0.9175  0.065
H11 1.2681 -2.9214 1.4765  0.027
H12 0.8132 -2.4554 -0.2326  0.088
H13 -3.2520 0.1793 -0.7756  0.109
H14 -4.0118 0.9651 0.7632  0.024
H15 -4.5630 1.8228 -2.1104  0.075
H16 -3.3516 3.0286 -1.4580  0.104
H17 -4.9268 2.8627 -0.5624  0.015
H18 3.7220 3.7552 -3.8304  0.027
H19 1.3701 4.1307 -3.7119  0.029
H20 1.3383 1.8979 -4.8137  -0.035
Br1 3.7883 -4.5372 1.3020  0.628
C11 3.4717 -5.2245 3.0981  -0.688
C12 2.8761 -6.6093 3.0567  -0.697
Br2 0.9825 -6.5507 2.5979  0.599
H21 2.8405 -4.4987 3.6097  0.052
H22 4.4538 -5.2427 3.5724  0.057
H23 2.9153 -7.0735 4.0428  0.058
H24 3.3584 -7.2641 2.3321  0.052
Br3 -9.3337 0.8835 0.1652  0.597
C13 -7.9761 -0.1776 1.0764  -0.697
C14 -6.7829 0.6684 1.4564  -0.567
Br4 -5.6396 1.0448 -0.0900  1.009
H25 -7.7236 -1.0058 0.4157  0.051
H26 -8.4723 -0.5681 1.9668  0.053
H27 -6.1417 0.1307 2.1588  0.067
H28 -7.0578 1.6314 1.8853  0.059


The following is a quantum chemistry calculation of a molecular structure, C14H28F3MnN3O10S at a distorted geometry, from the OMol25 dataset.

Calculated values
Net charge   -2
Electronic energy   -90223.8718 eV
2S+1   6

Last column: Löwdin charge in e.
Element x y z (Å)
Mn1 0.5879 -0.2082 1.1903  0.857
C1 -2.1274 -3.4903 3.6166  -0.655
F1 -3.2008 -3.3372 2.8208  0.083
F2 -2.1937 -2.5427 4.5538  0.125
F3 -2.2041 -4.7179 4.1278  0.112
S1 -0.5311 -3.3257 2.5843  0.497
O1 -0.8003 -4.2224 1.4655  -0.358
O2 -0.3398 -1.9544 2.1414  -0.348
O3 0.4941 -3.7534 3.5049  -0.291
C2 1.9074 0.2995 3.9286  -0.969
O4 3.0709 0.6941 4.3873  -0.223
O5 1.4895 -0.7844 4.3551  -0.078
O6 1.7798 0.6843 2.7034  -0.200
C3 2.6576 -1.2264 -1.7636  -0.087
C4 2.6166 -2.0431 -0.4537  -0.640
C5 3.8608 -2.9385 -0.3474  -0.083
O7 2.4332 -1.3036 0.6796  -0.245
H1 3.6746 -0.8853 -1.9892  0.061
H2 2.0206 -0.3397 -1.7777  0.033
H3 2.3240 -1.8687 -2.5885  0.053
H4 1.8214 -2.8045 -0.6217  0.094
H5 4.1677 -3.1438 -1.3828  0.047
H6 3.6975 -3.8420 0.2355  0.065
H7 4.7092 -2.3857 0.0673  0.071
C6 1.1812 2.3271 -0.8087  -0.291
O8 0.8306 1.4178 -0.0662  -0.041
N1 1.0232 3.6243 -0.5215  -0.186
C7 0.5619 4.0608 0.7999  -0.005
C8 1.1368 4.5893 -1.6121  -0.079
H8 1.8007 2.1205 -1.6924  0.144
H9 -0.5265 4.1494 0.8005  0.076
H10 1.2374 4.8832 1.0185  0.093
H11 0.7575 3.2443 1.5000  0.097
H12 1.3683 5.5599 -1.1706  0.075
H13 1.9162 4.3615 -2.3361  0.080
H14 0.1445 4.6343 -2.0765  0.074
C9 -2.1066 1.8076 1.8454  -0.291
O9 -1.1853 1.0125 1.9566  0.023
N2 -2.6940 2.1453 0.6908  -0.171
C10 -3.6398 3.2576 0.6199  -0.089
C11 -2.2728 1.7508 -0.6347  -0.057
H15 -2.3812 2.4590 2.6871  0.145
H16 -4.4979 3.0991 -0.0330  0.075
H17 -3.0568 4.0636 0.1545  0.073
H18 -4.0104 3.6008 1.5847  0.080
H19 -1.5916 2.4870 -1.0761  0.081
H20 -1.8287 0.7576 -0.6195  0.067
H21 -3.0977 1.6940 -1.3473  0.081
C12 -0.5431 -2.1553 -1.1625  -0.274
O10 -0.4872 -1.2027 -0.4022  -0.039
N3 -0.6937 -1.9795 -2.5023  -0.175
C13 -1.0728 -3.1670 -3.2584  -0.055
C14 -0.9803 -0.6786 -3.0528  -0.061
H22 -0.3984 -3.1761 -0.7894  0.134
H23 -2.1621 -3.2970 -3.1920  0.083
H24 -0.6508 -4.0583 -2.8018  0.090
H25 -0.8479 -2.9854 -4.3080  0.077
H26 -0.7523 -0.6391 -4.1187  0.081
H27 -2.0347 -0.4264 -2.9061  0.086
H28 -0.3612 0.0980 -2.6063  0.076


The following is a quantum chemistry calculation of 3 unconnected molecules or ions with the total composition C14H28FNO3P at a distorted geometry, from the OMol25 dataset.

Calculated values
Net charge   -1
Electronic energy   -34608.8645 eV

Last column: Löwdin charge in e.
Element x y z (Å)
C1 2.7108 3.8424 2.2245  -0.037
C2 1.4953 4.3878 2.3191  -0.302
C3 0.4139 4.2736 1.3000  -0.332
P1 -0.7912 2.8594 1.8697  0.620
O1 0.0226 1.6640 0.5441  -0.216
C4 0.5325 0.6190 0.9884  -0.582
N1 0.9590 -0.3706 1.4168  0.104
C5 -2.1217 3.2783 0.5532  -0.476
C6 -3.4790 3.5390 1.1928  -0.122
F1 -1.7948 4.3542 -0.3043  -0.108
H1 3.0884 3.4880 1.2702  0.049
H2 3.3388 3.7447 3.1048  0.035
H3 1.2455 4.9659 3.2108  0.087
H4 0.8811 4.0064 0.3493  0.071
H5 -0.1245 5.2203 1.2408  0.066
H6 -1.6791 1.7499 2.2191  0.000
H7 0.1835 2.3733 2.8055  -0.012
H8 -1.3764 3.7189 2.8794  -0.006
H9 -2.2031 2.3903 -0.0810  0.089
H10 -3.4689 3.2236 2.2423  0.040
H11 -4.2725 2.9675 0.7046  0.063
H12 -3.7132 4.6047 1.1679  0.069
C7 -2.1547 -2.1256 -2.8886  -0.175
C8 -1.2944 -1.9572 -1.6370  -0.161
C9 -1.5907 -0.5144 -1.2510  -0.196
O2 -2.9412 -0.2582 -1.6773  -0.144
C10 -3.3884 -1.3072 -2.5251  -0.227
H13 -2.3923 -3.1631 -3.1247  0.105
H14 -1.6502 -1.6855 -3.7524  0.109
H15 -1.6340 -2.6366 -0.8521  0.118
H16 -0.2351 -2.1412 -1.8022  0.100
H17 -0.9236 0.1841 -1.7639  0.122
H18 -1.5126 -0.3416 -0.1813  0.099
H19 -4.1174 -1.9207 -1.9796  0.111
H20 -3.8879 -0.8740 -3.3952  0.110
C11 3.9147 -4.1410 -0.8533  -0.177
C12 3.2669 -3.9603 0.5183  -0.170
C13 1.9105 -3.3770 0.1464  -0.202
O3 1.5806 -3.9404 -1.1389  -0.162
C14 2.7225 -4.5759 -1.6976  -0.224
H21 4.7265 -4.8687 -0.8664  0.104
H22 4.3050 -3.1862 -1.2117  0.112
H23 3.1480 -4.9322 1.0048  0.108
H24 3.8257 -3.3089 1.1879  0.112
H25 1.9514 -2.2904 0.0647  0.084
H26 1.1242 -3.6283 0.8567  0.116
H27 2.5863 -5.6644 -1.6515  0.111
H28 2.8131 -4.2859 -2.7467  0.112


The following is a quantum chemistry calculation of 2 unconnected molecules or ions with the total composition C14H28FNO5S2 at a distorted geometry, from the OMol25 dataset.

Calculated values
Electronic energy   -51083.6276 eV

Last column: Löwdin charge in e.
Element x y z (Å)
C1 -3.5057 -3.1227 -1.4456  -0.067
C2 -2.1199 -2.7898 -1.9311  -0.340
C3 -1.2097 -3.9456 -2.2829  -0.046
C4 -1.7442 -1.5040 -2.0765  -0.097
C5 -0.4208 -0.9354 -1.6573  -0.182
C6 -0.4989 0.0259 -0.4662  -0.184
C7 -1.1443 -0.4916 0.8282  -0.332
C8 -2.6925 -0.4458 0.7991  -0.048
C9 -0.5996 -1.8610 1.2815  -0.137
C10 0.4860 -1.7663 2.3546  -0.195
N1 1.8300 -1.5612 1.7909  -0.226
O1 2.7822 -1.2591 2.8043  -0.043
S1 2.3613 -2.9174 0.9065  0.626
O2 1.5789 -4.0744 1.1696  -0.235
O3 2.5393 -2.5047 -0.4348  -0.228
F1 3.7529 -3.1485 1.5451  -0.114
H1 -4.2168 -2.3756 -1.8119  0.082
H2 -3.8410 -4.1072 -1.7781  0.069
H3 -3.5229 -3.0889 -0.3559  0.065
H4 -1.5934 -4.8880 -1.8912  0.071
H5 -0.1949 -3.8292 -1.8917  0.068
H6 -1.1391 -4.0007 -3.3687  0.084
H7 -2.4461 -0.8193 -2.5544  0.115
H8 -0.0052 -0.3421 -2.4835  0.117
H9 0.3109 -1.7254 -1.4849  0.078
H10 -1.0132 0.9439 -0.7441  0.095
H11 0.5320 0.3019 -0.2328  0.099
H12 -0.8594 0.2279 1.6008  0.109
H13 -3.1392 -1.3869 1.1201  0.058
H14 -3.0501 0.3107 1.5007  0.074
H15 -3.0693 -0.1777 -0.1852  0.067
H16 -1.4049 -2.4362 1.7439  0.118
H17 -0.2664 -2.4668 0.4391  0.090
H18 0.2815 -0.8800 2.9603  0.127
H19 0.4741 -2.6313 3.0274  0.123
H20 2.2775 -1.1305 3.6201  0.099
O4 0.5438 2.7396 -1.3915  -0.315
S2 0.6916 3.3140 -0.0795  0.663
O5 -0.0256 2.7988 1.0603  -0.319
C11 2.4380 3.4008 0.3030  -0.226
C12 2.8777 4.7483 -0.2599  -0.220
C13 1.7741 5.7454 0.1200  -0.213
C14 0.4289 5.0897 -0.2168  -0.216
H21 2.9425 2.5485 -0.1464  0.111
H22 2.5375 3.3678 1.3876  0.108
H23 3.8474 5.0457 0.1361  0.115
H24 2.9623 4.6860 -1.3468  0.120
H25 1.8251 5.9548 1.1902  0.116
H26 1.8877 6.6929 -0.4044  0.113
H27 -0.3607 5.3775 0.4727  0.102
H28 0.1206 5.2932 -1.2401  0.104